# 1
ORCA calculation (the ωB97M-V functional and the def2-TZVPD basis) on a 9-piece molecular cluster, C7H32N14O9 overall at a distorted geometry.

The geometry in XYZ format:
```
62
Properties=species:S:1:pos:R:3
C -7.794 -6.676 14.014
O -8.408 -5.649 14.062
N -7.404 -7.104 12.870
N -7.340 -7.434 14.992
H -7.026 -8.040 12.850
H -7.752 -6.637 12.045
H -7.498 -7.021 15.901
H -6.982 -8.352 14.774
C -6.135 -8.433 7.826
O -6.131 -9.618 8.088
N -5.529 -7.490 8.483
N -6.754 -7.843 6.901
H -4.983 -7.819 9.267
H -5.661 -6.520 8.233
H -6.676 -6.851 6.732
H -7.405 -8.372 6.338
C -7.600 -4.444 7.100
O -7.712 -4.890 8.170
N -8.527 -4.338 6.165
N -6.434 -4.232 6.608
H -8.229 -3.935 5.288
H -9.461 -4.603 6.443
H -6.347 -4.053 5.618
H -5.586 -4.336 7.146
C -5.354 -3.470 10.437
O -4.559 -2.719 10.889
N -5.157 -4.719 10.228
N -6.409 -3.007 9.877
H -4.287 -4.945 10.690
H -5.968 -5.319 10.185
H -6.587 -2.014 9.926
H -6.940 -3.572 9.229
C -12.733 -5.526 13.298
O -13.216 -4.572 12.621
N -13.450 -6.347 13.989
N -11.491 -5.878 13.405
H -13.104 -7.179 14.444
H -14.457 -6.285 13.938
H -11.429 -6.803 13.806
H -10.863 -5.554 12.683
C -11.848 -4.557 9.617
O -11.113 -5.349 10.175
N -12.309 -3.459 10.104
N -12.160 -4.525 8.421
H -12.304 -3.578 11.107
H -13.086 -3.081 9.581
H -11.851 -5.249 7.788
H -12.562 -3.688 8.023
C -11.608 -7.679 7.118
O -12.242 -6.769 6.636
N -11.958 -8.908 7.299
N -10.434 -7.573 7.588
H -11.205 -9.557 7.479
H -12.892 -9.187 7.035
H -10.008 -8.440 7.884
H -10.068 -6.637 7.691
O -8.341 -5.969 10.400
H -9.197 -5.624 10.655
H -8.215 -5.657 9.504
O -9.228 -8.960 11.080
H -8.777 -8.130 10.921
H -8.912 -9.541 10.387
```

Properties
LUMO energy = -0.22 eV
HOMO = -0.3409 Eh
ΔE to the lowest compared entry with this formula, charge and spin = 575.20 kJ/mol
Orbital gap = 9.052 eV
Total charge = 0
Calculated total energy = -1729.77074 Eh

=====

# 2
ORCA calculation (the ωB97M-V functional and the def2-TZVPD basis) on a 8-piece molecular cluster, C7H32N15O7 overall at a distorted geometry.

The geometry in XYZ format:
```
61
Properties=species:S:1:pos:R:3
N 0.192 0.539 -0.107
H -0.452 1.003 0.531
H 1.162 0.846 -0.031
H -0.171 0.742 -1.034
H 0.046 -0.469 -0.023
C 0.315 2.935 2.786
O -0.097 3.019 1.628
N 0.481 4.038 3.515
N 0.709 1.807 3.371
H 0.055 4.835 3.070
H 0.573 3.919 4.511
H 0.925 1.645 4.340
H 0.482 0.978 2.838
C -3.313 0.422 0.895
O -2.263 0.777 1.388
N -3.330 -0.404 -0.181
N -4.484 0.689 1.463
H -2.548 -0.708 -0.738
H -4.233 -0.502 -0.620
H -4.402 1.173 2.342
H -5.353 0.639 0.958
C 0.055 -3.245 -0.719
O 0.214 -2.126 -0.229
N -0.552 -3.429 -1.856
N 0.371 -4.314 -0.065
H -0.930 -2.624 -2.336
H -0.575 -4.312 -2.339
H 0.631 -4.337 0.907
H 0.382 -5.238 -0.466
C 1.458 -1.673 3.861
O 0.831 -1.228 2.909
N 0.935 -1.849 5.099
N 2.762 -1.927 3.777
H 1.528 -2.233 5.815
H -0.053 -1.747 5.259
H 3.311 -1.933 4.621
H 3.051 -1.515 2.891
C 0.351 2.759 -3.237
O -0.017 1.903 -2.448
N -0.268 3.930 -3.485
N 1.502 2.743 -3.912
H 0.255 4.601 -4.018
H -1.153 4.053 -3.019
H 1.729 3.409 -4.630
H 2.118 1.947 -3.854
C 3.457 -0.699 0.582
O 2.827 0.320 0.497
N 3.349 -1.666 -0.312
N 4.262 -0.860 1.592
H 3.533 -2.651 -0.218
H 2.869 -1.396 -1.154
H 4.346 -0.107 2.255
H 4.960 -1.587 1.585
C -2.579 -0.435 -3.866
O -2.244 -1.132 -2.911
N -3.594 -0.639 -4.681
N -1.912 0.646 -4.210
H -3.837 -0.006 -5.423
H -4.123 -1.494 -4.602
H -2.288 1.118 -5.013
H -1.258 1.048 -3.551
```

Properties
LUMO energy = -1.57 eV
HOMO = -0.4156 Eh
ΔE to the lowest compared entry with this formula, charge and spin = 85.47 kJ/mol
Orbital gap = 9.737 eV
Total charge = +1
Calculated total energy = -1634.04317 Eh

=====

# 3
ORCA calculation (the ωB97M-V functional and the def2-TZVPD basis) on a 9-piece molecular cluster, C7H32NO8 overall at a distorted geometry.

The geometry in XYZ format:
```
48
Properties=species:S:1:pos:R:3
C 1.119 -1.542 -2.778
C 0.989 -0.180 -2.129
C 2.333 0.558 -2.085
C 2.223 2.097 -2.023
C 1.652 2.686 -0.725
C 2.320 2.254 0.508
C 3.680 2.009 0.636
N 0.477 -0.409 -0.718
H 1.868 -2.175 -2.281
H 1.414 -1.469 -3.829
H 0.196 -2.130 -2.772
H 0.247 0.424 -2.647
H 2.967 0.168 -1.270
H 2.878 0.272 -2.988
H 3.237 2.489 -2.175
H 1.626 2.437 -2.870
H 1.743 3.800 -0.780
H 0.571 2.527 -0.674
H 1.691 2.189 1.394
H 4.155 1.681 1.556
H 4.371 2.057 -0.191
H -0.383 -0.968 -0.732
H 0.277 0.486 -0.280
H 1.158 -0.920 -0.134
H -0.366 -4.271 1.236
H 0.488 -3.036 0.892
O 0.002 -3.776 0.490
H 2.441 -2.173 1.828
H 1.208 -1.227 2.160
O 1.604 -1.808 1.495
H -2.902 -1.196 -0.273
H -4.423 -0.863 -0.129
O -3.541 -0.463 0.002
H -0.833 1.847 4.059
H -1.691 1.542 2.773
O -0.800 1.419 3.199
H -3.320 0.640 1.404
H -3.686 2.126 1.835
O -3.248 1.316 2.126
H -2.456 -1.203 2.472
H -1.258 -0.265 2.834
O -1.516 -1.069 2.355
H -1.234 -2.954 -0.391
H -2.512 -3.249 -1.286
O -1.927 -2.534 -0.972
H -2.732 0.912 -0.644
H -2.609 2.256 -1.454
O -2.160 1.689 -0.812
```

Properties
LUMO energy (spin up / spin down) = -7.92 / -11.76 eV
HOMO (spin up / spin down) = -0.6017 / -0.6017 Eh
Orbital gap (spin up / spin down) = 8.450 / 4.616 eV
Total charge = +2
2S+1 = 2
Calculated total energy = -941.95801 Eh

=====

# 4
ORCA calculation (the ωB97M-V functional and the def2-TZVPD basis) on C7H33BO22Y as an isolated structure at a distorted geometry.

The geometry in XYZ format:
```
64
Properties=species:S:1:pos:R:3
Y -16.124 21.473 23.926
O -19.755 21.216 15.660
C -19.349 20.860 16.717
O -18.200 20.235 16.940
B -18.213 19.709 18.288
O -19.364 20.344 18.987
C -20.098 20.974 18.060
O -21.131 21.547 18.221
O -16.965 20.003 19.026
C -16.490 18.914 19.617
O -15.592 18.925 20.406
C -17.349 17.744 19.140
O -18.259 18.224 18.340
O -17.149 16.600 19.397
C -19.044 22.955 20.957
C -19.136 22.455 22.392
C -20.590 22.056 22.666
O -18.225 21.484 22.810
H -18.085 23.369 20.649
H -19.728 23.803 20.897
H -19.284 22.125 20.296
H -19.045 23.358 23.022
H -20.771 21.569 23.627
H -20.961 21.313 21.948
H -21.318 22.865 22.609
O -20.888 25.555 23.380
H -20.956 26.204 24.092
H -19.945 25.484 23.188
O -16.856 23.564 18.293
H -17.655 24.080 18.133
H -16.876 23.367 19.234
O -23.651 23.724 24.232
H -23.313 22.967 23.729
H -22.968 23.914 24.882
O -16.501 23.788 23.702
H -15.979 24.521 23.337
H -17.336 24.205 24.058
O -21.994 18.926 23.151
H -21.332 18.615 22.529
H -22.579 18.168 23.283
O -20.682 21.680 26.186
H -20.240 21.056 25.593
H -21.454 21.200 26.507
O -22.969 22.598 20.403
H -23.066 23.497 20.067
H -22.088 22.319 20.108
O -19.197 19.484 24.890
H -19.242 19.862 23.996
H -19.590 18.607 24.801
O -16.525 19.192 23.122
H -16.299 18.301 23.428
H -17.265 19.061 22.475
O -18.829 18.674 21.907
H -19.538 18.301 21.368
H -18.868 19.638 21.731
O -15.557 21.501 21.576
H -14.974 22.081 21.062
H -15.876 20.819 20.930
O -18.629 24.634 25.235
H -18.243 25.306 25.814
H -19.578 24.836 25.216
O -23.827 21.258 22.655
H -23.279 20.512 22.937
H -23.274 21.755 22.017
```

Properties
LUMO energy = -6.58 eV
HOMO = -0.4343 Eh
Orbital gap = 5.235 eV
Total charge = +1
Calculated total energy = -2004.99955 Eh